(1)
{"formula": "C37H52N8O3SSn", "method": "the ωB97M-V functional and the def2-TZVPD basis", "species": ["Sn", "C", "C", "C", "C", "C", "C", "C", "C", "C", "C", "C", "C", "N", "C", "C", "C", "C", "C", "N", "C", "C", "C", "C", "H", "H", "H", "H", "H", "H", "H", "H", "H", "H", "H", "H", "H", "H", "H", "H", "H", "H", "H", "H", "H", "H", "H", "H", "H", "H", "H", "H", "H", "N", "N", "C", "N", "N", "N", "O", "O", "H", "H", "H", "H", "H", "C", "C", "C", "O", "H", "H", "H", "H", "H", "H", "H", "N", "S", "C", "C", "C", "C", "C", "C", "C", "C", "C", "C", "C", "C", "H", "H", "H", "H", "H", "H", "H", "H", "H", "H", "H"], "coordinates": [[-0.130, -0.346, 0.087], [1.989, -2.317, 3.806], [2.467, -2.756, 2.417], [1.291, -3.187, 1.556], [3.366, -1.712, 1.789], [4.708, -2.047, 1.653], [5.659, -1.107, 1.305], [5.274, 0.200, 1.088], [3.945, 0.598, 1.204], [3.637, 2.069, 0.920], [4.120, 2.949, 2.079], [4.262, 2.561, -0.391], [2.978, -0.385, 1.535], [1.582, -0.025, 1.585], [1.319, 1.027, 2.349], [0.135, 1.711, 2.326], [-0.304, 2.689, 3.220], [-1.550, 3.091, 2.755], [-1.812, 2.356, 1.581], [-0.778, 1.537, 1.330], [-3.010, 2.561, 0.678], [-4.188, 3.147, 1.456], [-2.553, 3.578, -0.390], [-3.454, 1.259, 0.010], [1.540, -3.161, 4.331], [1.235, -1.531, 3.732], [2.817, -1.948, 4.411], [3.101, -3.634, 2.562], [0.486, -2.450, 1.605], [0.876, -4.123, 1.930], [1.586, -3.347, 0.515], [5.016, -3.064, 1.863], [6.703, -1.385, 1.240], [6.027, 0.935, 0.835], [2.558, 2.205, 0.821], [5.209, 2.926, 2.147], [3.726, 2.618, 3.040], [3.812, 3.984, 1.925], [5.351, 2.556, -0.347], [3.948, 3.587, -0.584], [3.955, 1.954, -1.242], [2.055, 1.355, 3.076], [0.223, 3.018, 4.102], [-2.205, 3.827, 3.187], [-3.978, 4.155, 1.813], [-4.448, 2.522, 2.311], [-5.060, 3.206, 0.803], [-1.662, 3.219, -0.909], [-2.304, 4.535, 0.067], [-3.360, 3.751, -1.108], [-3.875, 0.571, 0.743], [-2.626, 0.740, -0.475], [-4.226, 1.473, -0.733], [-1.402, 1.431, -2.551], [-1.946, 0.543, -3.481], [-1.725, -0.776, -3.395], [-2.293, -1.562, -4.294], [-0.921, -1.153, -2.381], [-0.568, -2.452, -2.245], [0.115, -2.659, -1.236], [-0.858, -3.326, -3.030], [-2.145, 1.985, -2.141], [-0.738, 2.042, -3.016], [-2.539, 0.893, -4.220], [-2.911, -1.193, -4.998], [-2.088, -2.551, -4.270], [-1.931, -3.557, 1.069], [-2.567, -2.190, 1.218], [-3.196, -2.029, 2.602], [-1.658, -1.088, 1.114], [-2.694, -4.332, 1.127], [-1.203, -3.722, 1.856], [-1.423, -3.643, 0.109], [-3.368, -2.083, 0.476], [-2.425, -2.091, 3.370], [-3.918, -2.834, 2.740], [-3.705, -1.071, 2.689], [1.687, -0.105, -1.098], [2.008, -0.962, -2.440], [2.320, 0.237, -3.736], [2.862, -0.197, -4.939], [3.070, 0.728, -5.949], [2.726, 2.061, -5.759], [2.160, 2.474, -4.562], [1.945, 1.557, -3.541], [3.607, -1.705, -2.267], [4.781, -0.974, -2.408], [5.990, -1.629, -2.257], [6.017, -2.989, -1.968], [4.837, -3.701, -1.804], [3.618, -3.060, -1.953], [2.523, 0.251, -0.646], [3.126, -1.238, -5.085], [3.505, 0.407, -6.886], [2.896, 2.778, -6.551], [1.895, 3.513, -4.421], [1.506, 1.851, -2.597], [4.756, 0.081, -2.648], [6.915, -1.081, -2.377], [6.968, -3.498, -1.880], [4.865, -4.759, -1.580], [2.685, -3.600, -1.839]], "forces_ev_per_angstrom": [[1.01, 0.63, 1.47], [0.03, -0.04, -0.01], [-0.15, 0.04, 0.04], [0.23, -0.04, -0.15], [0.11, 0.13, 0.30], [0.00, -0.01, -0.01], [0.05, 0.01, -0.03], [0.07, 0.04, 0.14], [-0.25, -0.13, -0.40], [0.05, -0.08, 0.10], [-0.07, 0.04, -0.05], [-0.06, 0.04, 0.10], [0.17, -0.18, -0.39], [-0.60, 0.90, 0.38], [0.49, -1.27, 0.21], [0.14, 0.61, 0.33], [-0.47, 0.21, -0.10], [0.27, -0.26, 0.03], [-0.55, 0.15, 0.09], [0.09, -1.31, -1.77], [0.44, 0.09, -0.18], [-0.04, -0.05, -0.03], [-0.26, -0.04, 0.02], [-0.06, 0.00, 0.17], [-0.02, 0.01, 0.00], [0.01, 0.01, 0.02], [0.00, -0.01, 0.01], [-0.01, -0.01, -0.04], [0.02, -0.04, 0.00], [-0.01, 0.02, -0.01], [-0.04, -0.01, 0.11], [-0.02, 0.01, 0.03], [0.00, -0.01, -0.06], [-0.01, 0.01, 0.04], [-0.04, -0.01, -0.01], [0.00, -0.02, 0.01], [0.03, 0.01, 0.02], [0.03, 0.01, 0.00], [-0.01, 0.00, -0.02], [0.01, 0.00, 0.00], [-0.01, -0.07, -0.12], [0.11, -0.15, -0.02], [-0.01, 0.03, 0.00], [0.01, 0.00, 0.03], [0.01, 0.00, 0.01], [0.00, 0.00, 0.00], [0.00, 0.03, 0.01], [0.04, 0.18, 0.13], [0.02, 0.00, 0.00], [0.05, 0.02, -0.04], [0.01, -0.01, -0.01], [-0.11, 0.00, -0.05], [0.02, -0.02, -0.03], [0.05, -0.06, -0.05], [-0.03, 0.07, 0.05], [-0.05, 0.17, -0.10], [0.08, -0.14, 0.08], [0.01, 0.03, 0.72], [-0.33, 0.02, 0.06], [-0.09, 0.20, 0.36], [0.04, -0.03, -0.11], [0.02, -0.07, -0.09], [-0.02, -0.01, -0.04], [0.01, 0.01, 0.01], [0.02, 0.02, -0.01], [-0.04, 0.00, -0.03], [-0.01, 0.22, -0.19], [-0.34, -0.48, 0.10], [0.13, 0.07, -0.27], [1.17, 0.50, -0.69], [-0.03, 0.03, 0.00], [-0.07, -0.10, 0.11], [-0.01, -0.15, 0.04], [0.17, 0.18, -0.16], [-0.02, -0.04, 0.03], [-0.03, 0.03, 0.10], [-0.02, 0.00, 0.04], [-1.42, -0.35, -0.46], [0.34, 0.26, -0.54], [-0.14, 0.13, 0.11], [-0.04, -0.09, 0.03], [-0.02, 0.02, -0.01], [-0.02, -0.01, -0.01], [-0.02, 0.01, -0.02], [0.05, -0.06, 0.02], [-0.04, -0.02, 0.31], [-0.02, 0.03, 0.04], [0.02, -0.01, -0.02], [-0.01, 0.02, -0.01], [0.02, -0.03, -0.03], [-0.08, 0.02, -0.01], [-0.11, 0.09, 0.34], [0.05, 0.01, 0.01], [-0.01, 0.00, 0.00], [0.02, 0.00, 0.00], [0.00, 0.00, 0.01], [0.10, 0.07, 0.03], [-0.01, 0.02, -0.02], [0.00, 0.00, 0.00], [0.00, 0.00, 0.03], [-0.01, 0.00, 0.00], [0.02, -0.02, -0.01]], "mulliken_charge": [1.111, -1.641, -0.285, -0.898, -0.235, -0.328, -1.378, -0.210, 0.987, 0.936, -1.743, -1.454, -0.365, 1.529, -0.937, 0.274, -1.954, -0.788, -0.622, 0.859, 3.146, -2.023, -1.921, -1.207, 0.459, 0.200, 0.403, 0.757, -0.198, 0.842, -0.004, 0.494, 0.468, 0.431, -0.087, 0.388, 0.335, 0.469, 0.384, 0.488, 0.137, 0.466, 0.589, 0.522, 0.439, 0.408, 0.439, 0.340, 0.410, 0.387, 0.194, -0.168, 0.485, -0.524, -0.402, 0.463, -0.346, 0.180, 0.378, -0.166, -0.793, 0.168, 0.428, 0.182, 0.172, 0.210, -1.285, 0.473, -1.447, -0.062, 0.498, 0.354, 0.141, 0.259, 0.330, 0.453, 0.271, 1.553, 0.652, 0.236, -0.323, -0.792, -0.664, -1.246, -0.613, 0.255, -0.070, -0.838, -0.561, -0.779, -0.452, -0.926, 0.560, 0.466, 0.443, 0.504, 1.143, 0.353, 0.473, 0.448, 0.496, 0.420], "gap_ev": 5.782, "charge": 2, "total_energy_ev": -73925.29868, "lumo_energy_ha": -0.2581, "homo_ev": -12.8}

---

(2)
{"formula": "C37H53BN9O7S4Y", "method": "the ωB97M-V functional and the def2-TZVPD basis", "species": ["Y", "C", "C", "C", "C", "N", "C", "C", "N", "B", "N", "C", "C", "N", "C", "S", "C", "C", "C", "C", "N", "C", "C", "N", "C", "S", "C", "C", "C", "C", "C", "S", "H", "H", "H", "H", "H", "H", "H", "H", "H", "H", "H", "H", "H", "H", "H", "H", "H", "H", "H", "H", "H", "H", "H", "H", "H", "H", "H", "H", "H", "H", "H", "H", "H", "H", "O", "C", "O", "C", "C", "C", "C", "C", "N", "H", "H", "H", "H", "C", "C", "N", "C", "C", "N", "C", "O", "O", "C", "O", "O", "H", "H", "H", "H", "H", "C", "C", "S", "O", "C", "C", "H", "H", "H", "H", "H", "H", "H", "H", "H", "H"], "coordinates": [[-0.280, 0.207, -0.538], [5.824, 1.893, -1.454], [5.291, 0.572, -0.879], [6.435, -0.208, -0.224], [4.716, -0.253, -2.026], [4.315, 0.899, 0.212], [4.672, 1.875, 1.130], [3.719, 1.925, 2.073], [2.766, 0.980, 1.774], [1.560, 0.727, 2.753], [1.459, -0.805, 2.974], [2.410, -1.353, 3.804], [2.181, -2.670, 3.901], [1.086, -2.963, 3.107], [0.657, -1.794, 2.533], [-0.696, -1.589, 1.506], [0.460, -4.311, 3.110], [1.480, -5.318, 3.649], [-0.765, -4.256, 4.025], [0.061, -4.776, 1.709], [0.298, 1.471, 2.253], [0.362, 2.662, 1.534], [-0.852, 3.233, 1.554], [-1.688, 2.453, 2.346], [-0.940, 1.425, 2.869], [-1.296, 0.451, 4.180], [-3.082, 2.845, 2.685], [-3.572, 3.857, 1.649], [-4.020, 1.636, 2.652], [-3.074, 3.495, 4.072], [3.113, 0.373, 0.612], [2.227, -0.939, -0.063], [6.325, 1.696, -2.401], [5.008, 2.589, -1.633], [6.550, 2.361, -0.787], [7.218, -0.391, -0.961], [6.866, 0.356, 0.604], [6.077, -1.167, 0.153], [5.444, -0.275, -2.840], [4.500, -1.271, -1.725], [3.802, 0.190, -2.406], [5.576, 2.447, 1.037], [3.651, 2.528, 2.962], [1.877, 1.199, 3.812], [3.163, -0.744, 4.271], [2.697, -3.407, 4.484], [1.682, -5.172, 4.710], [1.074, -6.321, 3.528], [2.413, -5.260, 3.086], [-0.472, -3.974, 5.038], [-1.475, -3.516, 3.652], [-1.253, -5.232, 4.061], [0.854, -4.561, 0.990], [-0.114, -5.853, 1.732], [-0.842, -4.280, 1.385], [1.269, 3.035, 1.104], [-1.169, 4.152, 1.100], [-3.470, 3.463, 0.635], [-4.627, 4.055, 1.829], [-3.042, 4.808, 1.720], [-3.908, 1.089, 1.719], [-3.801, 0.955, 3.466], [-5.054, 1.975, 2.736], [-2.414, 4.365, 4.079], [-4.082, 3.816, 4.339], [-2.720, 2.779, 4.813], [2.428, 3.255, -1.871], [1.660, 2.302, -1.858], [1.110, 1.789, -0.830], [1.328, 1.603, -3.166], [1.916, 2.014, -4.351], [1.639, 1.309, -5.510], [0.773, 0.228, -5.433], [0.221, -0.100, -4.206], [0.486, 0.568, -3.086], [2.571, 2.874, -4.333], [2.095, 1.591, -6.450], [0.530, -0.357, -6.309], [-0.455, -0.938, -4.100], [-0.717, 4.254, -2.508], [-1.842, 3.325, -2.223], [-1.801, 2.177, -1.577], [-3.083, 1.681, -1.595], [-3.909, 2.541, -2.269], [-3.101, 3.576, -2.648], [-5.351, 2.566, -2.619], [-6.064, 1.535, -2.251], [-5.791, 3.518, -3.226], [-3.392, 0.422, -0.865], [-4.523, -0.083, -0.960], [-2.437, -0.030, -0.164], [0.002, 4.265, -1.692], [-1.097, 5.261, -2.673], [-0.186, 3.940, -3.409], [-3.443, 4.373, -3.163], [-5.508, 0.852, -1.752], [-1.756, -3.689, -3.929], [-1.037, -4.165, -2.678], [-1.222, -3.053, -1.231], [-0.813, -1.702, -1.795], [-3.032, -3.001, -1.132], [-3.597, -4.243, -0.461], [-1.294, -4.113, -4.820], [-1.697, -2.603, -4.000], [-2.806, -3.978, -3.928], [0.043, -4.184, -2.826], [-1.361, -5.155, -2.355], [-3.425, -2.843, -2.134], [-3.232, -2.122, -0.526], [-3.363, -5.156, -1.012], [-4.681, -4.150, -0.403], [-3.215, -4.335, 0.556]], "forces_ev_per_angstrom": [[0.07, -0.46, -0.25], [-0.05, 0.00, 0.08], [0.20, -0.19, -0.01], [-0.05, -0.02, -0.04], [-0.21, 0.08, 0.12], [-0.44, 0.20, 0.05], [0.09, 0.09, 0.04], [0.12, -0.03, 0.14], [-0.07, 0.25, -0.39], [-0.13, -0.03, -0.14], [-0.07, -0.29, -0.04], [0.00, 0.06, 0.08], [0.15, -0.02, 0.13], [0.09, 0.28, -0.15], [0.04, -0.07, 0.18], [-0.24, -0.32, 0.39], [-0.21, -0.17, 0.05], [-0.04, 0.04, 0.05], [0.05, 0.04, -0.06], [0.13, 0.13, -0.01], [-0.32, -0.02, -0.15], [-0.10, 0.30, 0.23], [0.15, 0.17, 0.07], [0.21, -0.32, -0.21], [0.04, 0.25, 0.38], [-0.15, -0.06, 0.11], [-0.14, 0.00, 0.22], [0.07, 0.01, -0.02], [0.15, 0.01, -0.01], [0.03, -0.07, -0.06], [0.45, -0.28, 0.24], [0.46, -0.10, -0.29], [0.04, -0.02, 0.05], [-0.11, 0.08, -0.06], [-0.03, 0.02, -0.06], [0.01, -0.02, 0.00], [0.02, -0.02, -0.01], [0.00, 0.01, 0.00], [0.06, 0.02, 0.12], [-0.10, -0.09, 0.04], [-0.17, 0.05, -0.09], [-0.06, -0.01, 0.01], [-0.04, 0.02, -0.04], [0.13, 0.04, 0.05], [-0.03, -0.01, 0.01], [0.00, 0.05, -0.07], [0.03, -0.02, -0.03], [-0.04, 0.00, 0.02], [0.02, -0.04, 0.03], [-0.01, 0.00, 0.00], [-0.01, 0.00, 0.02], [0.00, -0.01, -0.01], [-0.01, -0.01, -0.02], [0.00, 0.03, 0.01], [-0.11, 0.11, -0.13], [0.01, -0.15, -0.16], [0.00, -0.06, -0.03], [-0.01, 0.01, -0.02], [0.00, -0.01, 0.03], [-0.03, 0.00, -0.02], [-0.01, -0.04, -0.08], [0.01, -0.08, 0.05], [0.04, 0.06, 0.01], [-0.02, 0.01, 0.00], [-0.01, 0.00, -0.01], [-0.01, 0.01, 0.02], [-0.03, -0.02, -0.07], [0.48, 0.12, -0.11], [0.52, 0.77, -0.46], [0.00, -0.02, 0.06], [-0.02, 0.04, -0.03], [-0.05, -0.04, 0.09], [0.05, 0.03, -0.05], [-0.13, -0.13, 0.05], [0.14, 0.08, 0.16], [0.04, -0.04, 0.04], [-0.02, 0.00, -0.02], [-0.02, -0.01, 0.01], [0.01, 0.02, 0.00], [0.02, -0.06, -0.02], [0.03, 0.15, -0.07], [-0.03, -0.29, 0.13], [-0.12, 0.16, -0.07], [0.07, -0.23, 0.16], [-0.05, -0.08, -0.01], [0.16, 0.26, -0.12], [-0.22, -0.17, 0.04], [0.00, -0.04, 0.02], [-0.25, 0.18, -0.02], [0.12, 0.05, 0.02], [-0.68, -0.04, -0.02], [-0.05, 0.01, 0.03], [0.04, 0.03, 0.02], [0.01, 0.03, 0.01], [0.01, 0.03, 0.00], [0.01, 0.00, 0.02], [-0.02, -0.01, 0.04], [-0.04, 0.39, 0.18], [-0.39, -0.87, -0.47], [0.20, 0.35, -0.10], [0.25, -0.07, 0.14], [0.13, -0.03, -0.04], [0.00, -0.02, 0.01], [-0.04, -0.01, -0.06], [0.00, 0.01, -0.01], [0.01, -0.06, 0.04], [0.06, -0.01, 0.06], [0.00, 0.11, 0.02], [-0.01, 0.10, -0.02], [-0.04, -0.02, 0.03], [0.00, -0.02, -0.01], [0.00, -0.05, -0.01]], "mulliken_charge": [-0.090, -1.664, 1.432, -1.779, -2.000, 0.785, -0.160, -1.559, 0.292, 0.062, 1.214, -1.563, -0.547, 0.635, -0.511, -0.124, 1.484, -2.155, -1.716, -1.303, 0.109, -1.149, -0.834, 0.797, 0.260, -0.395, 1.171, -2.044, -1.579, -1.723, -0.072, -0.424, 0.475, 0.306, 0.429, 0.478, 0.369, 0.320, 0.568, 0.427, 0.405, 0.599, 0.632, -0.159, 0.635, 0.582, 0.479, 0.463, 0.472, 0.386, 0.304, 0.471, 0.311, 0.531, 0.027, 0.728, 0.545, 0.470, 0.517, 0.433, 0.242, 0.368, 0.514, 0.358, 0.468, 0.316, -0.829, 0.296, 1.228, -0.064, -0.900, -0.668, -0.780, -0.271, 1.228, 0.534, 0.472, 0.501, 0.007, -1.225, -0.029, 1.063, -0.734, 0.185, -0.038, 0.523, -0.583, -0.649, 0.798, -0.963, 0.463, 0.073, 0.578, 0.189, 0.257, 0.414, -1.132, -0.657, 0.273, -0.881, 0.416, -1.373, 0.386, 0.186, 0.324, 0.499, 0.471, 0.615, -0.522, 0.322, 0.441, 0.234], "de_lowest_ev": 0.2981, "gap_ev": 6.753, "total_energy_ev": -112045.79845, "lumo_energy_ha": 0.0054, "homo_ev": -6.6}